DFT (the ωB97M-V functional and the def2-TZVPD basis) results for C47H32F21N3O2PPdS as an isolated structure.

Element x y z (Å)
1 Pd 0.4156 -0.4334 -0.4282
2 C 2.3759 -6.3699 3.4351
3 C 2.3456 -5.0319 2.7622
4 C 2.7085 -3.8660 3.4548
5 C 2.6827 -2.6499 2.8295
6 C 2.2877 -2.5497 1.4675
7 N 2.4178 -1.3659 0.8378
8 C 3.5398 -0.5833 0.9876
9 C 4.7628 -1.2723 1.1036
10 C 5.9504 -0.6070 1.2989
11 C 5.9644 0.7796 1.3874
12 C 7.2389 1.5411 1.6081
13 C 4.7547 1.4602 1.2329
14 C 3.5424 0.8288 1.0159
15 C 2.2763 1.6650 0.7506
16 O 1.1039 0.9939 0.9041
17 C 2.2125 2.8430 1.7853
18 F 2.3376 2.3298 3.0146
19 F 3.1454 3.7937 1.6424
20 F 1.0339 3.4652 1.7231
21 C 2.4483 2.1953 -0.7031
22 F 2.7259 1.1622 -1.5224
23 F 3.4342 3.0870 -0.8288
24 F 1.3303 2.7660 -1.1713
25 C 1.8166 -3.6969 0.8079
26 C 1.9044 -4.9179 1.4411
27 C 1.2440 -3.5435 -0.5973
28 O 1.4080 -2.2823 -1.0880
29 C -0.2711 -3.8663 -0.5202
30 F -0.5387 -5.0761 -0.0298
31 F -0.8482 -2.9698 0.3025
32 F -0.8449 -3.7606 -1.7175
33 C 1.9842 -4.4970 -1.5932
34 F 1.7710 -4.1256 -2.8479
35 F 1.5901 -5.7703 -1.4665
36 F 3.3008 -4.4506 -1.3610
37 H 3.1028 -6.3889 4.2451
38 H 2.6156 -7.1606 2.7258
39 H 1.3981 -6.5994 3.8651
40 H 3.0244 -3.9316 4.4879
41 H 2.9815 -1.7481 3.3463
42 H 4.7562 -2.3509 1.0173
43 H 6.8716 -1.1687 1.3849
44 H 8.0463 0.8861 1.9286
45 H 7.1030 2.3172 2.3613
46 H 7.5538 2.0345 0.6864
47 H 4.7822 2.5384 1.2784
48 H 1.5899 -5.8134 0.9221
49 F -2.7558 6.9050 0.7420
50 C -3.7678 6.0280 0.7818
51 F -4.3832 6.1723 1.9645
52 F -4.6486 6.3910 -0.1660
53 C -3.3006 4.6099 0.5756
54 C -4.2590 3.6030 0.4744
55 C -3.8606 2.2960 0.2757
56 C -2.5013 1.9933 0.1539
57 C -1.5591 2.9961 0.2681
58 C -1.9545 4.3111 0.4911
59 P -1.9427 0.2799 -0.0367
60 C -3.0761 -0.4755 -1.2328
61 C -3.2320 -1.8577 -1.2903
62 C -3.9325 -2.4506 -2.3303
63 C -4.4766 -1.6627 -3.3284
64 C -4.3388 -0.2816 -3.2805
65 C -3.6403 0.3068 -2.2423
66 C -5.1819 -2.2830 -4.5069
67 F -4.4348 -2.1920 -5.6210
68 F -5.4480 -3.5800 -4.3122
69 F -6.3439 -1.6639 -4.7657
70 C -2.3334 -0.4058 1.6135
71 C -3.3787 -1.2824 1.8849
72 C -3.5636 -1.7748 3.1690
73 C -2.7091 -1.3851 4.1874
74 C -1.6805 -0.4884 3.9344
75 C -1.4911 -0.0022 2.6521
76 C -2.8652 -1.9881 5.5590
77 F -4.1439 -2.2726 5.8394
78 F -2.4097 -1.1741 6.5208
79 F -2.1751 -3.1407 5.6602
80 H -5.3102 3.8445 0.5603
81 H -4.6070 1.5134 0.2144
82 H -0.5184 2.7500 0.2017
83 H -1.2142 5.0925 0.5911
84 H -2.7969 -2.4921 -0.5355
85 H -4.0453 -3.5249 -2.3643
86 H -4.7763 0.3325 -4.0566
87 H -3.5240 1.3819 -2.2277
88 H -4.0725 -1.5757 1.1103
89 H -4.3770 -2.4569 3.3753
90 H -1.0270 -0.1716 4.7360
91 H -0.6687 0.6760 2.4546
92 C 2.4122 3.3680 -5.0584
93 C 1.1698 2.9830 -4.3277
94 C 0.1267 3.8123 -4.0292
95 C -0.9687 3.2813 -3.3299
96 N -1.0223 2.0101 -2.9399
97 C -0.0132 1.1993 -3.2526
98 S 0.0279 -0.4792 -2.8807
99 N 1.0573 1.6970 -3.9285
100 C -2.1619 4.1259 -3.0270
101 H 2.4669 4.4469 -5.1727
102 H 2.4208 2.9127 -6.0500
103 H 3.2953 3.0243 -4.5186
104 H 0.1514 4.8502 -4.3254
105 H 1.8040 1.0354 -4.1122
106 H -1.8891 5.1682 -2.8699
107 H -2.6864 3.7398 -2.1572
108 H -2.8420 4.0845 -3.8819

Force components x, y, z for each atom (eV/Å):
-0.587 0.019 -0.381
0.012 0.050 -0.023
0.025 -0.061 0.064
-0.012 0.004 -0.045
-0.022 -0.045 0.066
0.010 0.377 0.169
0.401 -0.158 0.007
-0.376 -0.030 -0.006
0.208 -0.069 0.012
-0.043 -0.068 -0.007
0.036 0.040 0.016
-0.052 0.005 -0.005
0.038 0.051 -0.072
0.195 0.064 -0.052
0.212 -0.122 0.277
-0.022 0.317 -0.158
-0.099 -0.177 -0.004
-0.015 0.035 0.043
0.064 0.099 0.023
-0.127 0.060 -0.048
-0.017 -0.005 0.324
0.062 0.029 -0.126
0.044 -0.025 -0.202
-0.106 0.167 0.025
-0.081 -0.317 0.030
-0.101 -0.032 -0.019
0.030 0.155 -0.167
0.027 0.008 0.236
0.304 -0.129 -0.175
-0.122 -0.061 -0.006
-0.054 0.023 0.172
-0.050 -0.003 -0.013
-0.101 0.116 0.087
-0.039 -0.028 -0.048
0.009 -0.129 0.036
0.090 0.045 -0.023
0.005 0.004 0.002
-0.005 -0.004 -0.003
-0.020 0.016 -0.002
0.003 -0.015 0.005
0.016 0.016 -0.019
-0.015 0.007 0.008
0.005 -0.004 0.003
-0.008 -0.020 0.002
-0.003 0.004 0.001
-0.009 0.004 -0.011
0.061 -0.043 -0.007
0.036 0.011 0.014
0.041 0.021 0.004
0.040 -0.061 0.057
-0.018 0.003 0.041
-0.047 -0.008 -0.075
-0.039 0.026 -0.020
0.005 0.020 0.006
-0.005 -0.017 0.018
-0.100 -0.023 -0.034
-0.081 0.203 0.057
0.026 -0.038 -0.004
0.144 -0.432 0.211
-0.020 0.049 -0.166
-0.059 -0.012 -0.043
-0.001 -0.009 0.034
0.024 0.048 -0.049
-0.006 -0.022 0.010
-0.063 0.049 0.037
0.009 0.003 0.080
0.054 0.027 -0.040
-0.016 -0.053 0.025
-0.057 0.044 -0.001
-0.002 -0.033 -0.003
-0.098 0.078 0.038
0.007 0.006 -0.028
0.004 -0.037 0.003
0.021 0.013 0.008
0.073 -0.100 -0.027
-0.037 0.078 -0.041
-0.033 -0.004 -0.009
0.028 0.043 0.025
0.056 -0.064 -0.013
-0.010 0.014 -0.008
0.012 -0.004 -0.011
0.232 -0.070 -0.028
0.010 0.008 -0.002
-0.039 0.040 0.004
0.013 -0.010 -0.001
0.002 0.003 -0.015
0.018 -0.078 -0.012
0.012 -0.011 -0.035
-0.010 -0.005 0.001
0.001 -0.001 0.004
0.009 0.032 -0.025
-0.069 0.031 0.033
0.054 -0.085 -0.019
0.007 0.049 -0.018
-0.114 -0.020 0.071
0.140 -0.033 -0.079
-0.128 -0.052 0.118
0.150 0.224 0.061
0.058 -0.055 -0.157
0.026 0.006 -0.032
0.003 0.000 -0.006
-0.001 -0.013 -0.004
0.007 0.002 0.010
-0.010 0.005 0.010
-0.012 0.037 0.019
-0.005 0.001 0.011
-0.016 0.002 0.020
0.000 0.008 -0.014

Results
Frontier orbital gap (spin up / spin down), eV: 7.535 / 5.511
Relative energy (zero: lowest compared OMol25 entry of this formula, charge and spin), kcal/mol: 0.0
Charge: +1
Multiplicity: 5
Molar mass, g mol⁻¹: 1239.211
LUMO level (spin up / spin down), eV: -2.9 / -5.7



DFT (the ωB97M-V functional and the def2-TZVPD basis) results for C47H32F5GeInN8SSe as an isolated structure at a distorted geometry.

Element x y z (Å)
1 In -1.0628 -0.4680 -0.0564
2 Se -2.1322 -7.2963 -3.7551
3 N -3.2281 -5.9781 -3.3026
4 C -2.5415 -5.0362 -2.7361
5 C -3.0945 -3.8040 -2.2459
6 C -4.4532 -3.5580 -2.3354
7 C -4.9596 -2.5336 -1.6153
8 C -4.0495 -1.7110 -0.9309
9 N -2.7233 -1.8410 -1.0402
10 C -2.2431 -2.9015 -1.6102
11 C -0.7998 -3.1414 -1.6019
12 N 0.0556 -2.1661 -1.2488
13 C 1.3879 -2.3800 -1.2595
14 C 1.9548 -3.5966 -1.6642
15 C 1.0951 -4.5433 -2.1427
16 C -0.2605 -4.3119 -2.1157
17 C -1.1365 -5.2956 -2.6889
18 N -0.6835 -6.4151 -3.1509
19 H -5.0650 -4.2964 -2.9114
20 H -6.0535 -2.3163 -1.5040
21 H -4.3480 -0.8389 -0.3717
22 H 2.0711 -1.5604 -1.0431
23 H 2.9962 -3.7953 -1.8203
24 H 1.5134 -5.4206 -2.6319
25 F 0.6339 5.4458 4.0006
26 C 0.8234 4.4414 3.2082
27 C 0.6643 4.5276 1.8432
28 F 0.4204 5.7089 1.3023
29 C 0.6854 3.4247 1.0023
30 F 0.3774 3.6573 -0.2663
31 C 1.1348 2.1427 1.3773
32 S 1.5650 0.7679 0.4129
33 C 1.3211 2.1192 2.7527
34 F 1.6206 0.9020 3.2868
35 C 1.0506 3.1553 3.6279
36 F 1.1448 2.7921 4.9136
37 C -4.1495 1.5012 5.0811
38 C -2.8549 1.0110 4.9793
39 C -2.1528 0.9635 3.7851
40 C -2.7537 1.4765 2.6533
41 C -4.0345 1.9789 2.7454
42 C -4.7663 1.9462 3.9236
43 N -2.1194 1.3477 1.3393
44 N -2.2670 2.3755 0.6699
45 C -2.1206 2.3139 -0.7593
46 C -2.5771 3.4232 -1.4332
47 C -2.4431 3.4375 -2.8297
48 C -2.0652 2.2511 -3.4414
49 C -1.7342 1.1151 -2.7134
50 C -1.6646 1.1615 -1.3512
51 H -4.6270 1.5051 6.0368
52 H -2.4432 0.5586 5.8801
53 H -1.1555 0.5238 3.7780
54 H -4.4571 2.3106 1.8331
55 H -5.8291 2.2110 4.0207
56 H -2.6950 4.3597 -0.9302
57 H -2.6677 4.3075 -3.4091
58 H -1.8019 2.2486 -4.4834
59 H -1.5109 0.2857 -3.3884
60 Ge 2.6993 1.8253 -1.3210
61 C 3.1671 0.4147 -2.5506
62 C 4.4669 -0.1599 -2.5911
63 C 4.7744 -1.1093 -3.5417
64 C 3.7945 -1.5052 -4.4424
65 C 2.5232 -0.9503 -4.4155
66 C 2.1491 -0.0161 -3.4458
67 C 4.0978 2.7356 -0.3600
68 C 4.4881 2.5378 0.9334
69 C 5.5434 3.2517 1.4952
70 C 6.2018 4.1927 0.7736
71 C 5.8931 4.3814 -0.5792
72 C 4.7931 3.6969 -1.1002
73 H 1.8359 2.7517 -2.0930
74 H 5.2416 0.1523 -1.8373
75 H 5.8132 -1.4556 -3.6991
76 H 3.9357 -2.3086 -5.1453
77 H 1.8339 -1.3286 -5.1697
78 H 1.1799 0.4198 -3.5099
79 H 4.0450 1.7290 1.5073
80 H 5.7071 3.1092 2.5885
81 H 7.0701 4.7741 1.1058
82 H 6.4105 5.0841 -1.1610
83 H 4.4520 3.9953 -2.1065
84 N -2.9566 -1.9381 2.3544
85 C -1.6655 -2.3250 2.5308
86 C -1.3948 -3.4170 3.3782
87 C -0.1183 -3.7389 3.6241
88 C 0.8960 -3.0699 2.9533
89 C 0.5519 -1.9785 2.1578
90 N -0.6994 -1.6506 1.8342
91 H -3.6119 -2.3837 2.9409
92 H -3.2402 -0.9749 2.2572
93 H -2.1242 -3.9616 3.8474
94 H 0.0976 -4.5609 4.2303
95 H 1.9443 -3.2901 3.1518
96 H 1.4136 -1.4216 1.7405

Force components x, y, z for each atom (eV/Å):
-0.009 0.485 -0.421
0.262 0.261 0.063
-0.822 -0.580 -0.181
0.745 -0.611 -0.867
0.362 -0.292 0.004
-0.530 -1.787 -0.805
-1.245 1.808 1.330
0.142 0.508 -0.716
-0.774 1.324 1.945
0.449 -1.721 -1.123
1.212 -0.030 -0.633
0.490 0.628 1.199
0.083 -0.253 -0.243
-0.748 0.596 -0.384
0.870 -0.105 -0.220
-0.620 -0.419 -0.079
-0.085 0.427 0.543
-0.661 -0.853 -0.480
0.467 0.876 0.625
1.232 -0.301 -0.294
-0.384 0.034 0.085
-0.477 0.038 0.200
0.503 0.509 0.478
-0.412 -0.048 0.247
0.040 0.677 0.565
-0.282 -1.307 -0.729
-0.353 0.351 -0.667
-0.232 0.331 -0.181
0.801 -0.552 -0.415
0.041 0.173 -0.589
-0.414 2.237 1.420
-0.409 -0.206 -0.748
-0.380 -1.639 -0.213
0.007 0.707 0.084
1.002 -1.380 1.367
-0.131 0.701 0.076
0.713 -0.113 -0.824
0.150 -0.541 0.830
0.407 -0.321 0.460
0.963 -0.352 0.012
-0.550 -0.167 -0.256
-0.481 0.134 0.637
-0.612 0.195 0.487
-0.687 0.489 -0.307
0.042 -0.301 1.457
1.326 0.652 -1.262
-0.397 -1.056 0.726
0.476 0.930 -0.027
0.259 -0.073 -1.455
-0.064 -1.168 0.301
-0.399 -0.047 0.300
0.290 0.260 -0.220
-0.152 0.121 -0.156
-0.634 0.416 -0.654
0.625 0.215 -0.582
-0.676 0.200 0.532
-0.012 0.402 -0.150
-0.545 -0.046 -0.485
0.308 -0.338 0.790
0.628 -0.424 0.323
-0.177 -0.765 -0.010
-0.272 0.888 1.098
0.838 -0.202 -0.791
-0.438 -0.090 0.270
-0.416 -0.387 0.198
2.357 -0.213 -0.466
0.094 0.583 -1.021
0.331 -0.998 0.775
-0.976 -0.498 2.112
1.684 0.979 -1.547
-1.746 -1.230 1.061
0.232 0.861 -0.877
-0.694 0.516 -0.248
-0.873 -0.189 -0.947
-0.758 0.011 0.478
0.505 0.053 -0.276
-0.141 0.309 0.254
-0.619 0.411 0.312
-0.116 0.197 0.163
0.256 0.079 -1.065
-0.533 -0.364 0.508
0.612 0.814 -0.682
0.237 -0.421 0.388
-0.273 0.309 -0.700
-0.361 0.420 -0.400
0.624 1.947 -1.268
1.154 -0.029 -1.230
0.294 1.426 0.137
2.569 -1.275 0.026
-1.052 -0.307 0.772
-0.659 -0.772 0.613
0.625 0.299 -0.161
-2.095 -0.873 0.950
0.389 -1.081 1.028
-0.302 0.128 -0.164
-1.014 -0.184 -0.009

Results
Frontier orbital gap, eV: 7.657
Relative energy (zero: lowest compared OMol25 entry of this formula, charge and spin), kcal/mol: 14.9
Charge: +2
Molar mass, g mol⁻¹: 1102.274
LUMO level, eV: -5.7